A 2-piece molecular cluster, C3H9O3 overall at a distorted geometry, computed with ωB97M-V/def2-TZVPD.

Geometry as XYZ:
```
15
C3H9O3 | OMol25 | ωB97M-V/def2-TZVPD
C 0.519 -0.678 -0.317
O 1.387 -0.853 0.748
C -0.963 -0.555 0.143
C -1.602 0.756 -0.326
O -3.028 0.754 -0.134
H 0.817 0.220 -0.882
H 0.536 -1.565 -0.983
H -0.992 -0.451 1.230
H -1.556 -1.384 -0.253
H -1.183 1.598 0.239
H -1.375 1.026 -1.362
H -3.185 0.037 0.479
H 3.475 -0.118 -0.648
H 2.464 0.016 0.479
O 3.294 0.558 0.016
```

* charge: -1
* orbital gap: 0.2641 Eh
* HOMO energy: -3.491 eV



C3H9O3V as an isolated structure at a distorted geometry, computed with ωB97M-V/def2-TZVPD.

Geometry as XYZ:
```
16
C3H9O3V | OMol25 | ωB97M-V/def2-TZVPD
V 1.585 1.093 -0.307
O 1.146 2.846 -1.011
H 0.554 3.355 -0.448
C 0.893 -0.973 1.794
O 0.425 -0.303 0.633
C -0.767 -0.872 0.098
C -1.052 -0.340 -1.286
H 1.816 -0.475 2.115
H 0.136 -0.902 2.588
H 1.101 -2.028 1.563
H -1.594 -0.595 0.772
H -0.659 -1.967 0.072
H -2.064 -0.683 -1.556
H -0.366 -0.792 -2.024
O -0.984 1.064 -1.267
H -0.173 1.571 -1.734
```

* ⟨S²⟩: 6.01
* orbital gap (alpha / beta): 0.2421 / 0.3714 Eh
* 2S+1: 5
* HOMO energy (alpha / beta): -5.981 / -9.755 eV



A 3-piece molecular cluster, C3H9O4 overall at a distorted geometry, computed with ωB97M-V/def2-TZVPD.

Geometry as XYZ:
```
16
C3H9O4 | OMol25 | ωB97M-V/def2-TZVPD
O 0.952 1.613 1.453
C 0.518 0.780 0.645
O 0.680 -0.474 0.692
C -0.116 1.388 -0.642
C -1.575 0.999 -0.834
H 0.006 2.457 -0.526
H 0.510 0.979 -1.426
H -1.803 -0.022 -0.551
H -2.153 1.585 -0.130
H -1.993 1.260 -1.806
H -1.597 -3.052 -0.524
H -0.947 -1.711 -0.073
O -1.461 -2.480 0.235
H 3.100 -1.141 0.386
H 2.553 -0.915 1.782
O 3.325 -1.266 1.318
```

* charge: -1
* orbital gap: 0.3021 Eh
* HOMO energy: -4.456 eV



C3H9O4 as an isolated structure at a distorted geometry, computed with ωB97M-V/def2-TZVPD.

Geometry as XYZ:
```
16
C3H9O4 | OMol25 | ωB97M-V/def2-TZVPD
C -0.133 4.582 1.559
C 3.677 5.322 1.333
C -2.173 -8.247 -2.252
O 1.034 4.906 0.825
O 3.299 4.211 1.404
O -3.525 -8.014 -2.544
O 1.425 6.146 0.845
H 0.277 4.054 2.489
H -0.763 3.898 0.994
H -0.854 5.329 1.897
H 2.562 6.021 1.420
H -3.937 -8.835 -2.611
H 4.645 5.752 1.096
H -1.756 -7.296 -2.439
H -1.696 -9.069 -2.766
H -2.080 -8.760 -1.251
```

* charge: +1
* orbital gap (alpha / beta): 0.1156 / 0.1109 Eh
* HOMO energy (alpha / beta): -11.158 / -11.158 eV



A 2-piece molecular cluster, C3H9OS overall at a distorted geometry, computed with ωB97M-V/def2-TZVPD.

Geometry as XYZ:
```
14
C3H9OS | OMol25 | ωB97M-V/def2-TZVPD
C -0.581 -2.813 -1.365
O -1.081 -1.879 -2.338
H 0.385 -2.897 -0.833
H -1.479 -2.951 -0.634
H -0.617 -3.729 -1.857
C 0.343 2.677 1.082
C 0.753 1.149 0.993
S -0.148 0.212 2.307
H 0.820 2.911 2.014
H -0.715 2.928 1.138
H 0.754 3.352 0.463
H 0.425 0.813 -0.026
H 1.908 1.126 1.094
H -0.766 -0.898 -2.037
```

* charge: -1
* orbital gap: 0.2172 Eh
* HOMO energy: -2.308 eV



A 2-piece molecular cluster, C3H9PS overall at a distorted geometry, computed with ωB97M-V/def2-TZVPD.

Geometry as XYZ:
```
14
C3H9PS | OMol25 | ωB97M-V/def2-TZVPD
C -2.209 2.284 0.467
C -0.754 -2.207 -2.720
C -1.126 1.624 -0.445
P -0.362 0.264 0.553
S -1.847 -1.226 0.343
H -1.713 2.099 1.351
H -2.312 3.388 0.367
H -3.082 1.798 0.290
H -1.623 -2.039 -2.163
H -0.098 -3.103 -2.702
H -0.370 -1.356 -3.252
H -0.201 2.284 -0.608
H -1.593 1.185 -1.396
H -1.357 -1.787 1.489
```

* orbital gap (alpha / beta): 0.2927 / 0.2855 Eh
* HOMO energy (alpha / beta): -8.601 / -7.512 eV



The calculation returns the following energy relative to the best compared isomer or geometry (same formula, charge and spin) values, one per record and in order: 46.1, 0.0, 26.9, 205.2, 243.4, 360.3 kJ/mol.